# 1
{
  "formula": "C30H46AuBN9O",
  "method": "ωB97M-V/def2-TZVPD",
  "de_lowest_kj_mol": 63.6,
  "gap_ha": [0.263, 0.188],
  "e_homo_ha": [-0.4337, -0.4319],
  "multiplicity": 3,
  "charge": 1,
  "s_squared": 2.01,
  "symbols": ["Au", "C", "C", "C", "C", "C", "C", "C", "C", "C", "N", "N", "B", "N", "N", "C", "C", "C", "C", "C", "C", "C", "C", "C", "N", "N", "C", "C", "C", "C", "C", "C", "C", "C", "C", "H", "H", "H", "H", "H", "H", "H", "H", "H", "H", "H", "H", "H", "H", "H", "H", "H", "H", "H", "H", "H", "H", "H", "H", "H", "H", "H", "H", "H", "H", "H", "H", "H", "H", "H", "H", "H", "H", "H", "H", "H", "H", "H", "H", "H", "H", "O", "N", "C", "C", "N", "C", "N"],
  "xyz": [[-0.270166, 0.448060, -0.076316], [-3.681278, -0.310353, -1.014826], [-3.254828, -1.703115, -1.468354], [-4.461263, -2.636806, -1.514196], [-2.122110, -2.279917, -0.677738], [-1.978993, -3.563637, -0.151392], [-0.665018, -3.658466, 0.294411], [-0.018527, -4.870081, 0.876240], [-0.511611, -5.104632, 2.306921], [-0.320826, -6.088845, 0.002392], [-0.063511, -2.470343, 0.058043], [-0.947305, -1.655160, -0.546498], [1.451186, -2.095274, 0.040295], [1.674743, -1.340708, -1.306779], [1.184138, -0.085659, -1.435050], [1.508767, 0.411624, -2.625122], [2.259391, -0.551872, -3.283573], [2.324841, -1.662190, -2.440117], [2.979698, -2.933851, -2.904553], [2.401350, -3.276642, -4.288848], [2.879933, -4.182101, -2.032689], [1.106391, 1.743995, -3.170755], [0.353620, 2.620585, -2.176883], [0.257053, 1.517402, -4.427907], [1.911638, -1.165715, 1.195774], [1.440989, 0.092729, 1.269764], [2.118106, 0.796506, 2.169480], [3.062005, -0.059010, 2.732002], [2.913782, -1.286441, 2.100575], [3.794406, -2.458363, 2.423205], [4.810543, -2.717415, 1.308139], [3.048677, -3.732263, 2.821940], [1.885300, 2.254575, 2.398062], [2.877689, 2.835928, 3.402703], [0.451749, 2.540257, 2.849009], [-4.405850, 0.100920, -1.712606], [-2.834201, 0.373792, -0.968248], [-4.147873, -0.358654, -0.031550], [-2.866787, -1.602223, -2.493175], [-4.860447, -2.809493, -0.518071], [-4.198371, -3.592738, -1.958917], [-5.241502, -2.184337, -2.119687], [-2.720568, -4.330434, -0.112654], [1.062105, -4.722233, 0.898020], [-1.589077, -5.253374, 2.324882], [-0.268211, -4.259303, 2.944802], [-0.031260, -5.990825, 2.714166], [-1.377797, -6.337892, 0.033847], [0.246337, -6.945659, 0.355817], [-0.040097, -5.896516, -1.029584], [2.087357, -3.071172, 0.084609], [2.721139, -0.446343, -4.241183], [4.043372, -2.691485, -3.035025], [1.335240, -3.473905, -4.211678], [2.891650, -4.166017, -4.671814], [2.553360, -2.476252, -5.004663], [1.847144, -4.399152, -1.778749], [3.472157, -4.093116, -1.128553], [3.278281, -5.024055, -2.592651], [2.027530, 2.262169, -3.466994], [-0.587390, 2.145468, -1.883865], [0.103656, 3.572323, -2.639626], [0.953944, 2.818479, -1.292814], [-0.661043, 0.992098, -4.176283], [0.797618, 0.928344, -5.160671], [-0.002800, 2.470620, -4.878396], [3.773224, 0.179646, 3.493626], [4.362489, -2.142384, 3.306430], [4.315699, -2.964552, 0.376461], [5.459817, -3.542018, 1.591620], [5.420163, -1.833831, 1.145675], [2.649483, -4.245951, 1.957592], [2.237255, -3.507050, 3.507680], [3.739889, -4.408672, 3.317919], [2.043475, 2.751614, 1.431166], [2.738225, 2.389269, 4.383616], [2.719203, 3.907068, 3.491045], [3.903090, 2.667555, 3.083190], [0.247880, 2.060102, 3.802908], [-0.270655, 2.184783, 2.119665], [0.314361, 3.612020, 2.960034], [-1.794745, 0.787854, 1.396442], [-2.493731, -0.242912, 1.595376], [-2.940567, -0.794168, 2.660948], [-2.731838, -0.370233, 4.002865], [-2.565059, -0.018499, 5.077520], [-3.713616, -1.971679, 2.470246], [-4.297921, -2.936014, 2.279938]],
  "atomic_forces_ev_per_a": [[1.2, -0.5, -0.3], [0.0, -0.1, -0.2], [-0.1, 0.2, -0.3], [0.2, 0.1, -0.1], [0.5, -0.4, 0.2], [0.3, 0.2, 0.1], [-0.3, 0.0, -0.1], [0.0, -0.1, 0.1], [0.2, 0.1, -0.1], [0.2, 0.1, 0.0], [-0.1, -0.5, 0.2], [-0.8, 0.7, -0.3], [-0.1, 0.1, 0.0], [0.2, -0.4, 0.1], [-0.1, 0.6, -0.3], [0.4, -0.2, -0.1], [-0.1, -0.1, 0.5], [0.1, 0.6, -0.6], [0.1, -0.4, 0.0], [0.2, 0.1, 0.1], [0.2, 0.3, 0.0], [-0.3, 0.1, -0.1], [0.3, -0.1, -0.1], [0.2, 0.1, 0.1], [0.3, -0.4, 0.3], [-0.6, 1.0, 0.1], [0.2, -0.4, -0.1], [-0.2, -0.1, -0.2], [0.3, 0.3, 0.4], [0.0, -0.3, -0.2], [0.0, 0.1, 0.3], [0.1, 0.2, 0.0], [-0.1, 0.2, 0.0], [-0.1, -0.1, -0.3], [0.2, 0.0, -0.2], [-0.1, 0.1, 0.0], [0.0, 0.1, 0.0], [-0.2, 0.0, 0.0], [-0.1, 0.0, 0.1], [-0.1, -0.1, 0.1], [0.0, -0.1, 0.0], [-0.1, 0.0, -0.1], [-0.2, -0.3, 0.0], [-0.1, 0.0, 0.0], [-0.1, 0.0, 0.0], [0.0, 0.1, 0.1], [0.0, -0.1, 0.1], [-0.1, -0.1, 0.0], [0.0, -0.1, 0.0], [0.0, -0.1, -0.2], [0.2, -0.3, 0.0], [0.1, 0.0, -0.3], [-0.1, -0.1, 0.0], [-0.2, 0.0, 0.0], [0.0, -0.1, -0.1], [0.0, 0.0, -0.1], [-0.2, -0.1, 0.1], [-0.1, -0.1, 0.1], [0.0, -0.1, -0.1], [-0.1, -0.1, 0.1], [-0.2, 0.0, 0.0], [-0.1, 0.1, 0.0], [0.0, 0.1, 0.2], [-0.1, -0.1, 0.0], [0.0, -0.1, -0.1], [-0.1, 0.1, -0.1], [0.2, 0.0, 0.2], [-0.1, 0.1, -0.1], [-0.1, -0.1, -0.2], [0.1, -0.1, 0.0], [0.1, 0.1, -0.1], [-0.1, -0.1, -0.2], [-0.1, 0.0, 0.1], [0.0, -0.1, 0.1], [0.0, 0.0, 0.1], [0.0, -0.1, 0.1], [0.0, 0.1, 0.0], [0.1, 0.0, 0.0], [-0.1, -0.1, 0.1], [0.0, 0.1, 0.0], [-0.1, 0.1, 0.1], [-1.9, -1.3, 0.6], [1.3, 1.5, 0.3], [-0.1, -0.1, -0.3], [0.5, 0.4, -0.3], [0.1, 0.1, 0.5], [-0.2, -0.2, -0.3], [-0.3, -0.3, 0.0]],
  "mulliken_charge": [1.011, -0.875, 1.039, -1.728, -0.838, -0.558, -0.524, 1.475, -1.628, -1.742, 1.533, -0.762, 1.008, 0.961, -0.276, -0.544, -1.416, 0.067, 0.865, -1.521, -1.413, 0.598, -1.400, -1.326, 1.416, -0.350, -1.261, -0.322, -0.086, 0.134, -1.405, -1.512, 1.376, -1.893, -1.095, 0.518, -0.090, 0.246, 0.296, 0.352, 0.419, 0.436, 0.615, -0.546, 0.349, 0.367, 0.436, 0.394, 0.472, 0.316, -0.881, 0.650, 0.380, 0.375, 0.438, 0.400, 0.174, 0.039, 0.543, 0.431, 0.174, 0.490, 0.174, 0.266, 0.394, 0.437, 0.565, 0.577, 0.049, 0.463, 0.370, 0.178, 0.321, 0.532, -0.044, 0.378, 0.454, 0.445, 0.363, 0.069, 0.412, -0.564, 0.378, 1.056, -0.166, -0.315, -0.165, -0.425]
}

=====

# 2
{
  "formula": "C30H46BiN7OS3",
  "method": "ωB97M-V/def2-TZVPD",
  "de_lowest_kj_mol": 1167.2,
  "gap_ha": 0.144,
  "e_homo_ha": -0.1327,
  "multiplicity": 1,
  "symbols": ["Bi", "C", "C", "S", "C", "C", "S", "C", "C", "S", "H", "H", "H", "H", "H", "H", "H", "H", "H", "H", "H", "H", "C", "N", "C", "C", "N", "C", "C", "N", "C", "C", "N", "C", "N", "C", "C", "C", "N", "C", "H", "H", "H", "H", "H", "H", "H", "H", "H", "H", "H", "H", "H", "H", "H", "H", "H", "H", "H", "H", "H", "H", "H", "H", "O", "C", "C", "C", "C", "C", "C", "N", "C", "C", "C", "C", "C", "C", "H", "H", "H", "H", "H", "H", "H", "H", "H", "H"],
  "xyz": [[-0.088526, -0.060426, -0.227321], [-2.930400, 1.895759, 2.323373], [-3.942800, 1.280124, 1.340077], [-3.132803, 0.059951, 0.158844], [-3.970666, 0.619467, -1.348615], [-3.324499, 1.880353, -1.943818], [-1.488643, 1.908743, -1.937636], [-1.297221, 3.489260, -1.032113], [-1.810723, 3.607991, 0.415048], [-1.338171, 2.267605, 1.554583], [-3.323671, 2.810267, 2.771918], [-2.715123, 1.202366, 3.137992], [-4.717695, 0.732711, 1.876533], [-4.421981, 2.091516, 0.791777], [-3.913518, -0.198340, -2.065457], [-5.021139, 0.808014, -1.129558], [-3.630970, 2.029273, -2.979309], [-3.666486, 2.734916, -1.360748], [-0.230810, 3.694965, -1.063855], [-1.796948, 4.260540, -1.623447], [-1.439390, 4.545612, 0.830305], [-2.899397, 3.663628, 0.402361], [3.299824, -0.737255, -1.015346], [3.757227, -0.842798, 0.356451], [4.812953, -1.816345, 0.552580], [4.958122, -1.819083, 2.062613], [3.636826, -1.393431, 2.500968], [3.478651, -1.156388, 3.921121], [2.982347, -0.740727, 1.452367], [1.824557, -0.172024, 1.414257], [0.930463, -0.214026, 2.559865], [0.089542, -1.494513, 2.595924], [-0.806273, -1.618108, 1.434155], [-1.471325, -2.710682, 1.194546], [-2.275766, -2.931012, 0.093065], [-2.254063, -2.321307, -1.197520], [-2.671864, -4.344984, 0.056069], [-2.504613, -4.789129, 1.489114], [-1.517719, -3.856178, 1.998408], [-1.344079, -3.882953, 3.439154], [4.110868, -0.759683, -1.737540], [2.908931, 1.004935, -1.066170], [2.666352, -1.552009, -1.164439], [5.730785, -1.510236, 0.051220], [4.506296, -2.795777, 0.165557], [5.725096, -1.105707, 2.389352], [5.204981, -2.806199, 2.453731], [4.257073, -1.717470, 4.436331], [2.522751, -1.518274, 4.294358], [3.592300, -0.100462, 4.186809], [0.261279, 0.640679, 2.511957], [1.450602, -0.091361, 3.505780], [-0.504518, -1.470013, 3.512451], [0.787818, -2.339259, 2.636771], [-2.377087, -1.151314, -1.071791], [-3.081799, -2.589476, -1.839322], [-0.927380, -2.921585, -1.998787], [-2.006779, -4.896960, -0.613088], [-3.698106, -4.453775, -0.290547], [-2.161481, -5.820228, 1.572696], [-3.447066, -4.684436, 2.043527], [-1.629959, -4.874594, 3.786256], [-1.980224, -3.150931, 3.949054], [-0.314011, -3.721697, 3.738425], [-0.840236, -1.910232, -1.694054], [4.776197, 4.412114, -1.536775], [3.384765, 4.413375, -1.428240], [2.691411, 3.213666, -1.472533], [3.284375, 1.958539, -1.625930], [4.668851, 2.006175, -1.725788], [5.404251, 3.186947, -1.701533], [1.795266, -0.259643, -1.853578], [1.986319, -1.509328, -2.626161], [2.274521, -1.511976, -3.976990], [2.452031, -2.672921, -4.738282], [2.279872, -3.911239, -4.173145], [1.917517, -3.956782, -2.824162], [1.780752, -2.803350, -2.092741], [5.345881, 5.331337, -1.499750], [2.839076, 5.341414, -1.310185], [1.609123, 3.252128, -1.416694], [5.253596, 1.095719, -1.846747], [6.483494, 3.141534, -1.793275], [2.361147, -0.548407, -4.469781], [2.700266, -2.573986, -5.787911], [2.398768, -4.819699, -4.748657], [1.751931, -4.912714, -2.340016], [1.512476, -2.880890, -1.041285]],
  "atomic_forces_ev_per_a": [[1.3, 1.6, -2.0], [-0.1, 0.0, -0.2], [0.4, -0.2, -0.2], [-1.8, 1.4, 1.7], [0.6, 0.2, -0.3], [0.0, -0.1, 0.0], [-0.4, 0.6, 0.3], [0.0, -0.1, 0.1], [-0.1, -0.2, -0.3], [-0.3, 1.0, 0.6], [-0.2, -0.1, 0.1], [0.1, 0.0, 0.0], [0.0, 0.1, 0.1], [0.0, -0.1, -0.2], [0.0, -0.1, 0.1], [0.0, 0.0, 0.0], [-0.2, 0.0, 0.0], [0.1, 0.1, -0.1], [0.0, 0.0, 0.0], [0.1, 0.1, 0.0], [-0.1, 0.1, -0.1], [0.0, 0.0, 0.1], [-2.2, -1.0, -0.4], [0.5, 1.3, -0.2], [0.1, 0.1, 0.0], [0.0, 0.2, -0.1], [-0.2, -0.2, 0.0], [0.0, 0.1, 0.0], [0.0, -0.3, 0.5], [-0.3, -0.5, 0.5], [0.1, -0.1, 0.0], [0.0, -0.2, 0.0], [0.1, -0.2, 0.5], [-0.1, 0.1, 0.5], [-0.1, -1.1, -0.7], [1.2, 5.4, 1.5], [0.1, 0.0, 0.1], [-0.2, 0.1, 0.1], [0.5, -0.1, -0.3], [-0.1, 0.1, 0.1], [0.1, 0.5, 0.2], [0.1, 2.7, -2.3], [2.1, -1.9, 1.8], [0.0, 0.0, -0.1], [0.0, 0.0, 0.0], [0.0, 0.0, 0.0], [0.0, 0.0, 0.1], [0.0, 0.0, 0.0], [0.0, 0.0, 0.0], [0.0, 0.0, 0.0], [-0.1, 0.1, -0.2], [-0.1, -0.1, 0.1], [0.1, 0.0, 0.1], [0.0, 0.0, 0.1], [-0.6, -2.0, 0.0], [0.4, -0.7, -0.3], [1.9, 1.0, -0.7], [0.0, 0.0, 0.0], [0.0, 0.0, -0.1], [0.0, 0.0, 0.1], [0.0, 0.0, 0.0], [0.0, 0.0, 0.0], [0.0, 0.0, 0.0], [0.0, 0.0, 0.0], [-2.5, -5.7, -1.2], [-0.4, -0.2, 0.0], [0.3, -0.1, -0.4], [-1.0, 0.0, -0.3], [1.0, 0.1, 3.3], [0.8, -0.2, -0.5], [0.1, 0.2, -0.3], [2.0, -1.9, 0.1], [-2.8, 0.2, -1.4], [0.2, 1.0, -0.4], [-0.1, 0.2, -0.1], [-0.1, -0.1, 0.2], [0.1, -0.2, 0.0], [-0.2, -0.2, 0.1], [0.0, 0.0, 0.1], [0.0, 0.0, 0.0], [0.0, 0.0, 0.3], [-0.2, -0.1, 0.3], [0.0, 0.0, 0.0], [0.1, 0.0, 0.0], [0.0, 0.0, 0.0], [0.0, 0.0, 0.0], [0.0, 0.0, 0.0], [-0.1, -0.1, -0.1]],
  "mulliken_charge": [0.738, -0.845, -1.144, 0.697, -1.118, -0.815, 0.084, -0.273, -0.928, 0.054, 0.497, 0.372, 0.569, 0.407, 0.315, 0.689, 0.628, 0.268, -0.197, 0.583, 0.599, 0.415, -1.418, 0.722, -0.524, -0.736, 0.156, -1.155, 0.176, -0.369, -1.995, -0.194, 0.286, -0.453, 0.807, -0.800, -0.650, -0.729, 0.142, -1.096, 0.554, 0.654, 0.033, 0.369, 0.245, 0.387, 0.439, 0.412, 0.279, 0.370, 0.092, 0.470, 0.570, 0.551, -0.914, 0.497, 0.107, 0.350, 0.359, 0.389, 0.380, 0.412, 0.341, 0.324, 0.039, -0.420, -0.417, 0.168, 0.066, -0.207, -0.791, -0.482, 0.249, -0.391, -0.534, -0.641, -0.831, -0.389, 0.367, 0.400, -0.194, 0.170, 0.368, 0.404, 0.403, 0.395, 0.414, 0.416]
}